Entry 1:
Formula: C15H23NO4
Source: OMol25
Level of theory: ωB97M-V with the def2-TZVPD basis set

The geometry in XYZ format:
```
43
Properties=species:S:1:pos:R:3:forces:R:3:mulliken_charge:R:1
C -3.0043 1.7328 5.3294 -0.1 0.1 -0.2 -1.187
C -2.9790 2.5180 4.0230 0.2 0.1 0.1 -0.578
C -1.6199 2.4849 3.3219 -0.3 -0.2 -0.1 -0.422
C -1.2656 1.1071 2.7656 0.3 0.2 0.1 -0.310
C 0.0954 1.0742 2.0653 -0.2 0.0 -0.1 -0.847
C 0.1557 1.8378 0.7422 0.0 -0.2 0.0 -0.652
C -0.6506 1.1913 -0.3884 0.1 0.6 0.1 -1.220
N -0.1288 -0.1155 -0.7383 0.1 0.1 -0.1 0.078
C -0.6713 -1.2361 -0.2210 0.0 -0.6 0.0 -0.152
C -0.1829 -2.4673 -0.4987 0.0 -0.1 0.1 -0.847
C 0.9409 -2.5915 -1.3604 0.0 0.4 0.0 1.108
O 1.3679 -3.8393 -1.6030 0.0 0.0 0.1 -0.650
C 1.5195 -1.4538 -1.8693 0.3 -0.2 -0.2 0.052
C 2.7757 -1.4641 -2.7151 -0.2 0.1 0.0 -1.284
C 2.5635 -2.2077 -4.0091 0.2 0.1 0.3 1.032
O 2.4196 -3.4108 -4.0799 0.0 -0.1 -0.1 -0.739
O 2.5425 -1.4064 -5.0609 0.1 0.3 0.1 -0.301
C 2.3169 -2.0135 -6.3270 -0.1 -0.4 -0.3 -0.681
C 0.9916 -0.1458 -1.5732 -0.1 -0.3 0.0 0.561
O 1.4589 0.9032 -1.9971 0.1 0.3 -0.1 -0.742
H -2.2253 2.0878 6.0007 0.1 0.0 0.1 0.288
H -2.8500 0.6713 5.1539 0.0 -0.1 0.1 0.314
H -3.9649 1.8563 5.8243 -0.1 0.0 0.1 0.371
H -3.7432 2.1250 3.3481 -0.1 0.1 -0.1 0.291
H -3.2333 3.5590 4.2363 -0.1 0.0 -0.1 0.339
H -0.8454 2.7989 4.0253 0.1 0.1 0.0 0.270
H -1.6386 3.2095 2.5055 0.1 0.1 0.0 0.261
H -1.2374 0.3883 3.5863 -0.1 -0.1 0.0 0.242
H -2.0527 0.7879 2.0793 -0.1 -0.1 0.0 0.213
H 0.3791 0.0338 1.8861 0.1 0.0 0.1 0.374
H 0.8406 1.4996 2.7412 0.1 -0.1 0.0 0.423
H 1.1939 1.8981 0.4121 0.0 0.1 -0.1 0.421
H -0.2067 2.8567 0.8787 0.0 0.1 0.0 0.385
H -0.5648 1.8207 -1.2781 -0.1 -0.1 0.1 0.426
H -1.7022 1.0895 -0.1167 0.0 -0.1 -0.1 0.494
H -1.5306 -1.1009 0.4189 0.0 0.1 0.0 0.293
H -0.6254 -3.3593 -0.0926 -0.1 -0.1 0.1 0.469
H 1.9525 -3.8681 -2.3885 -0.1 0.1 -0.1 0.353
H 3.0362 -0.4260 -2.9254 0.0 -0.2 0.1 0.313
H 3.5887 -1.9522 -2.1685 0.0 0.0 -0.1 0.396
H 2.3436 -1.2098 -7.0576 0.0 0.0 0.1 0.230
H 3.0944 -2.7509 -6.5362 -0.1 0.1 0.0 0.303
H 1.3460 -2.5126 -6.3396 0.1 0.0 0.0 0.311
```
Forces are in eV/Å.

SMILES = CCCCCCCn1ccc(O)c(CC(=O)OC)c1=O
Charge = 0

Entry 2:
Formula: C15H22BF3NO7
Source: OMol25
Level of theory: ωB97M-V with the def2-TZVPD basis set

The geometry in XYZ format:
```
49
Properties=species:S:1:pos:R:3:forces:R:3:mulliken_charge:R:1
C -2.0867 0.3044 -1.5573 0.3 -0.6 0.8 -1.071
C -1.3270 -0.9601 -1.0866 -0.1 1.4 -0.7 -0.445
C 0.1333 -0.5906 -0.8169 -1.0 -0.1 0.4 -0.329
F 0.8667 -0.8872 -1.9549 0.3 -0.2 -0.2 -0.436
C 0.7694 -1.1776 0.4491 0.2 -1.3 -0.7 1.762
C 2.2577 -1.5921 0.2468 0.1 0.7 0.8 -1.591
C 3.2898 -0.5007 0.5396 0.4 -0.4 -0.9 -0.654
C 3.2915 0.6801 -0.4386 0.3 0.5 0.6 -0.428
C 3.5926 2.0186 0.2685 -1.0 -1.0 -0.4 -0.980
N 2.6371 2.2039 1.3620 0.5 -0.4 0.3 0.155
C 3.0704 3.0453 2.3913 0.3 -1.4 -0.3 0.291
C 3.9767 2.4611 3.4221 0.8 -0.5 0.0 -0.917
O 2.6969 4.1654 2.4725 -1.1 2.4 0.5 -0.587
C 0.1215 -2.4123 1.0932 -0.5 -0.5 1.6 -0.850
C 0.3810 -2.1615 2.6019 0.0 0.4 0.0 -0.585
C 0.8566 -0.7202 2.6693 -1.2 -1.9 -2.7 0.336
O 1.3508 -0.1186 3.5268 1.2 1.7 2.9 -0.529
O 0.6121 -0.1683 1.4446 0.5 0.5 0.0 -0.331
H -3.0642 0.0045 -1.9228 0.1 0.4 -0.3 0.067
H -1.4906 0.8504 -2.2835 -0.2 0.0 -0.4 0.357
H -2.1957 0.9501 -0.6868 -0.2 0.2 0.0 0.361
H -1.8580 -1.3133 -0.2138 0.1 -0.4 0.1 0.200
H -1.3548 -1.6502 -1.9243 0.0 -0.6 0.3 0.323
H 0.1651 0.4897 -0.7103 0.2 0.2 0.1 0.475
H 2.4583 -2.3941 0.9547 0.1 -0.1 0.1 0.580
H 2.3965 -2.0365 -0.7309 -0.1 0.1 -0.3 0.381
H 3.2493 -0.1788 1.5716 -0.4 0.2 0.2 0.297
H 4.2660 -0.9793 0.4353 0.1 -0.1 0.1 0.511
H 4.0803 0.4978 -1.1655 -0.1 0.1 -0.4 0.500
H 2.3546 0.8057 -0.9726 -0.1 -0.2 -0.1 0.081
H 3.4442 2.8299 -0.4454 0.5 0.1 -0.1 0.348
H 4.6163 1.9924 0.6281 0.1 0.3 0.3 0.434
H 1.7130 2.4573 1.0418 0.1 0.3 -0.2 0.185
H 4.6559 3.2145 3.8020 0.0 0.2 0.1 0.365
H 3.4068 2.0672 4.2575 -0.3 0.0 0.0 0.222
H 4.5631 1.6311 3.0357 0.0 -0.1 -0.1 0.291
H -0.9552 -2.5295 1.0477 -0.1 0.3 -0.7 0.220
H 0.5585 -3.3722 0.8443 0.1 0.1 -0.6 0.394
H -0.5470 -2.1759 3.1680 -0.1 -0.1 0.1 0.362
H 1.0612 -2.8371 3.1075 0.2 0.0 -0.1 0.275
B -7.1084 0.4883 -2.5586 -0.6 0.5 0.5 0.522
O -7.5900 -0.3975 -3.6559 0.5 -0.2 -0.1 -0.437
C -6.5504 -1.0004 -4.2044 -1.0 -0.3 -0.5 0.404
O -6.5955 -1.7833 -5.1172 0.2 0.0 0.1 -0.613
C -5.2902 -0.5415 -3.4892 0.8 0.4 0.6 0.762
O -4.1657 -0.8986 -3.7376 -0.2 -0.1 -0.1 -0.632
O -5.6258 0.3156 -2.5440 0.0 -0.4 -0.4 -0.348
F -7.6513 0.0904 -1.3398 0.1 0.0 -0.1 -0.351
F -7.4369 1.8136 -2.8250 0.1 -0.1 0.0 -0.346
```
Forces are in eV/Å.

Charge = -1

Entry 3:
Formula: C22H52F9N18O10P
Source: OMol25
Level of theory: ωB97M-V with the def2-TZVPD basis set

The geometry in XYZ format:
```
112
Properties=species:S:1:pos:R:3:forces:R:3:mulliken_charge:R:1
C -2.0877 1.0827 1.5116 -0.2 0.8 -0.5 -1.238
C -0.7308 1.7081 0.9806 0.1 -0.8 0.5 0.263
P -1.1049 2.7556 -0.5311 -1.2 0.3 0.1 -0.005
C -0.5457 4.5230 -0.2849 0.9 0.1 0.3 -0.398
C -1.1977 5.5441 -1.2735 0.4 0.3 1.0 -1.218
C -0.3563 1.9455 -2.0701 -0.2 0.0 0.3 0.042
N -1.4957 1.3849 -2.8515 1.0 1.7 -0.8 0.058
O -2.1965 0.4620 -2.0435 -0.8 -1.4 -0.1 -0.287
C -1.9975 -0.7205 -2.6130 -0.5 4.2 2.2 0.501
N -1.5382 -1.6609 -3.0195 0.9 -3.6 -1.6 -0.376
C 0.3945 2.9017 -3.0426 1.5 -0.8 0.3 -0.802
C 1.7380 3.4653 -2.4497 0.2 0.1 -0.3 -1.101
C 2.3527 2.5391 -1.3702 -0.4 0.3 0.3 -0.290
C 3.8152 2.8743 -1.0128 -0.7 0.2 -0.7 1.212
F 3.8672 3.9429 -0.1626 0.1 -0.7 0.1 -0.323
F 4.5320 3.2745 -2.1121 -0.3 -0.5 0.3 -0.358
C 4.5898 1.6366 -0.4421 0.3 1.5 -0.5 0.220
F 5.8677 2.0160 -0.2183 -0.5 -0.3 0.1 -0.355
F 4.6233 0.7227 -1.4563 -0.1 0.1 1.0 -0.187
C 3.9825 1.0520 0.8879 1.2 -0.6 0.1 1.050
F 5.0138 0.9537 1.7808 -0.5 -0.3 -0.4 -0.433
F 3.0797 1.8614 1.4712 -0.1 -0.3 -0.5 -0.264
C 3.3993 -0.3929 0.7088 -0.5 -0.1 1.8 0.359
F 2.3833 -0.4044 -0.1484 0.4 -0.1 -0.3 -0.098
F 4.3344 -1.2818 0.4127 -0.1 0.4 -0.7 -0.257
F 2.9069 -0.7739 1.9097 0.0 0.3 -0.3 -0.331
O 0.7959 2.0952 -4.1690 -1.0 1.0 0.0 -0.308
C 0.0674 2.4127 -5.3606 0.4 -1.2 -0.9 -0.751
H -2.1482 -0.0051 1.3225 0.2 0.6 0.4 0.238
H -2.2779 1.3404 2.5712 0.3 -0.5 -0.5 0.121
H -2.9077 1.5474 0.9259 0.3 -0.4 0.4 0.607
H -0.2205 2.2754 1.7911 -0.3 -0.2 -0.6 0.555
H -0.0701 0.8385 0.7525 -0.2 0.8 -0.1 -0.371
H 0.5648 4.6230 -0.2311 -0.7 0.2 -0.2 0.245
H -0.8982 4.8129 0.7328 0.1 -0.5 -0.6 0.526
H -0.6894 5.6177 -2.2517 -0.5 -0.3 0.4 0.233
H -2.2855 5.3540 -1.3328 0.6 0.0 -0.4 0.353
H -1.0892 6.5467 -0.7982 -0.1 -0.6 -0.4 0.423
H 0.2474 1.0581 -1.7782 -0.1 0.7 -0.4 0.250
H -2.1360 2.1767 -2.9832 -0.3 -0.6 0.2 0.329
H -0.2087 3.7726 -3.3657 0.0 -0.6 0.1 0.625
H 1.6373 4.5245 -2.1290 0.0 -0.8 0.2 0.402
H 2.4440 3.4971 -3.3078 -0.5 0.0 0.5 0.527
H 1.7742 2.6160 -0.4206 0.4 0.0 -0.6 -0.127
H 2.2381 1.4889 -1.7070 0.5 0.6 0.1 -0.052
H -0.1226 1.4473 -5.8847 0.0 0.6 0.4 0.233
H 0.7124 3.0036 -6.0483 -0.6 0.0 0.5 0.287
H -0.9228 2.8715 -5.1814 0.6 0.0 0.0 0.275
N 6.1363 2.9277 3.8107 0.1 0.0 -0.3 -0.301
C 5.8313 3.2949 5.0873 0.2 0.1 -0.1 0.410
N 4.6640 2.7728 5.5685 -0.3 -0.1 0.3 -0.259
O 6.5394 4.0297 5.7480 0.0 0.0 0.0 -0.651
H 5.5648 2.3219 3.2498 0.1 0.1 0.1 0.296
H 6.9869 3.2933 3.4213 -0.1 0.0 0.0 0.171
H 4.4029 3.0202 6.5063 0.0 0.0 -0.1 0.178
H 4.0678 2.1678 5.0392 0.1 0.1 -0.1 0.205
N 0.3519 -0.0696 6.1756 -0.1 -0.3 0.0 -0.283
C 0.4202 0.0800 4.8298 -0.1 0.1 0.4 0.597
N 1.5959 0.5888 4.3546 0.2 0.2 -0.4 -0.075
O -0.5054 -0.2178 4.0894 0.1 0.0 -0.2 -0.551
H 1.0965 0.1691 6.8033 0.0 0.0 0.0 0.129
H -0.5085 -0.4428 6.5531 -0.1 0.3 0.2 0.257
H 1.6705 0.7083 3.3605 0.0 0.0 0.1 -0.034
H 2.3699 0.8427 4.9366 -0.1 -0.1 0.1 0.002
N -2.8066 -1.6201 -6.1779 0.1 0.4 0.3 -0.134
C -3.8355 -1.7411 -7.0590 0.2 0.2 0.1 0.464
N -4.2222 -3.0188 -7.3183 -0.5 -0.4 -0.2 -0.297
O -4.3744 -0.7727 -7.5808 -0.1 0.1 -0.1 -0.706
H -2.3461 -2.3994 -5.7348 -0.1 0.0 -0.2 0.307
H -2.4994 -0.6879 -5.9678 -0.1 0.0 0.0 0.052
H -4.9798 -3.1453 -7.9643 0.0 0.1 0.1 0.187
H -3.7881 -3.8228 -6.9021 0.3 0.2 0.0 0.239
N -0.3601 -3.1944 4.1903 0.2 0.0 0.1 -0.125
C -0.8216 -4.4296 4.5163 0.2 0.2 0.1 0.627
N -1.2232 -5.1858 3.4511 -0.4 -0.4 -0.2 -0.393
O -0.8784 -4.8325 5.6659 -0.1 -0.1 0.0 -0.676
H -0.3086 -2.8445 3.2519 -0.1 0.1 0.1 0.103
H -0.0585 -2.6047 4.9453 -0.1 0.1 -0.1 0.063
H -1.5740 -6.1059 3.6485 0.1 0.0 0.0 0.224
H -1.1861 -4.8725 2.4990 0.0 0.0 0.0 0.171
N -0.2868 -4.9980 -4.8041 0.0 0.3 -0.1 -0.322
C -1.3045 -5.1534 -5.6876 0.4 -0.1 0.4 0.685
N -1.6737 -6.4423 -5.9254 -0.3 -0.2 -0.3 -0.407
O -1.8517 -4.2015 -6.2329 0.0 -0.4 0.0 -0.734
H 0.1751 -5.7611 -4.3469 0.0 0.0 0.0 0.153
H 0.0117 -4.0570 -4.6031 0.1 -0.1 0.1 0.150
H -2.4241 -6.5929 -6.5754 0.1 0.0 0.0 0.213
H -1.2399 -7.2346 -5.4909 0.0 0.1 0.0 0.156
N -3.7417 1.4496 6.4265 0.1 0.3 0.0 -0.400
C -3.4765 0.2503 7.0119 -0.1 0.0 -0.1 0.760
N -4.5111 -0.6331 7.0088 -0.1 -0.3 0.1 -0.412
O -2.3894 -0.0147 7.5034 0.2 -0.1 0.0 -0.735
H -4.6256 1.6867 6.0167 0.0 -0.1 0.0 0.168
H -2.9992 2.1255 6.4102 0.0 -0.1 0.0 0.209
H -4.3494 -1.5296 7.4326 0.0 0.1 0.0 0.220
H -5.4105 -0.4375 6.6106 0.0 0.0 0.0 0.166
N -4.1023 -2.9087 3.4883 0.2 0.2 0.2 -0.247
C -5.1213 -2.8972 2.5848 0.0 0.1 0.0 0.608
N -5.6199 -4.1279 2.2661 -0.2 -0.2 -0.2 -0.371
O -5.5558 -1.8684 2.0973 0.0 0.0 0.0 -0.653
H -3.7307 -3.7447 3.9016 0.0 0.0 0.0 0.140
H -3.7091 -2.0201 3.7475 0.0 -0.1 0.0 0.126
H -6.3727 -4.1590 1.6023 0.1 0.0 0.0 0.219
H -5.2774 -4.9859 2.6553 0.0 0.1 0.0 0.160
N 3.5921 -0.9491 -3.2050 -0.1 -0.1 0.1 -0.242
C 2.9967 -1.8327 -4.0588 -0.1 0.0 -0.1 0.661
N 3.1253 -1.5277 -5.3805 0.0 -0.1 -0.3 -0.388
O 2.3952 -2.8190 -3.6679 0.0 -0.1 0.0 -0.678
H 4.0905 -0.1333 -3.5051 0.0 0.0 -0.1 0.140
H 3.5167 -1.1419 -2.2244 0.0 -0.1 -0.1 0.070
H 2.6991 -2.1551 -6.0390 0.0 0.1 0.0 0.228
H 3.6146 -0.7220 -5.7219 0.0 0.0 0.0 0.159
```
Forces are in eV/Å.

SMILES = CCP(CC)[C@@H](NOC#N)[C@@H](CCC(F)(F)C(F)(F)C(F)(F)C(F)(F)F)OC.NC(N)=O.NC(N)=O.NC(N)=O.NC(N)=O.NC(N)=O.NC(N)=O.NC(N)=O.NC(N)=O
Charge = 0

Entry 4:
Formula: CH8O4
Source: OMol25
Level of theory: ωB97M-V with the def2-TZVPD basis set

The geometry in XYZ format:
```
13
Properties=species:S:1:pos:R:3:forces:R:3:mulliken_charge:R:1
O -0.3473 2.7173 0.8076 -2.2 -1.2 -2.5 -0.799
C 0.4020 3.0576 1.7502 -0.3 1.0 2.8 -0.636
H -0.1369 3.4746 2.7294 1.7 -0.6 -1.4 0.156
H 1.4613 3.0144 1.5242 0.7 0.4 1.0 0.259
H -1.1207 -1.6644 -0.5360 -1.3 -1.7 1.4 0.334
H -1.4858 -3.1864 -0.4255 0.8 -3.2 -1.8 0.310
O -1.6508 -2.3915 -0.0307 0.5 5.0 0.4 -0.620
H -1.5226 0.3274 -1.0275 0.8 0.4 0.2 0.307
H -0.4969 1.0922 -0.2091 0.4 2.2 1.8 0.400
O -0.5632 0.4048 -0.8457 -1.2 -2.4 -1.9 -0.698
H 2.4594 -2.2229 -1.7713 0.4 1.6 -1.4 0.297
H 1.0969 -2.0746 -0.8573 0.9 0.6 -0.8 0.344
O 1.9044 -2.5485 -1.1084 -1.3 -2.0 2.2 -0.654
```
Forces are in eV/Å.

Charge = -1
Multiplicity = 2
<S²> = 0.75

Entry 5:
Formula: C6H14O
Source: OMol25
Level of theory: ωB97M-V with the def2-TZVPD basis set

The geometry in XYZ format:
```
21
Properties=species:S:1:pos:R:3:forces:R:3:mulliken_charge:R:1
C -1.8502 0.8951 -0.4854 -0.6 0.3 0.4 -0.308
O -3.1108 0.2358 -0.4230 0.0 0.1 -0.1 -0.520
C -1.1604 0.9625 0.8832 -0.4 -0.3 -0.1 -0.572
C -1.0417 -0.3634 1.5881 -0.2 -0.4 -1.6 -1.342
C 1.5424 -0.5789 -1.0325 0.4 2.2 1.7 0.128
C 1.3830 -1.0330 0.3901 1.6 -1.6 -0.8 -0.452
C 2.7615 0.1616 -1.3153 0.6 -1.7 -1.7 -1.073
H -1.2338 0.4526 -1.2709 0.2 -0.2 0.2 0.175
H -2.0639 1.9255 -0.7736 0.1 0.0 -0.2 0.323
H -3.0882 -0.3602 0.3326 0.0 -0.1 0.0 0.337
H -0.2008 1.4550 0.6813 0.2 0.0 0.3 0.409
H -1.7396 1.6194 1.5306 0.1 0.3 0.0 0.367
H -1.3695 -1.2151 0.9848 0.0 0.1 0.0 0.395
H -1.4821 -0.4882 2.5724 0.8 0.3 0.4 0.366
H 1.0396 -1.2397 -1.7323 -0.5 0.6 -0.4 0.441
H 0.3903 -0.6471 0.8811 -0.3 0.2 1.0 -0.056
H 1.2659 -2.1146 0.4613 -0.1 -0.2 0.1 0.327
H 2.2753 -0.7753 0.9687 -0.4 0.5 0.4 0.411
H 2.7172 0.9048 -2.1045 -0.1 0.1 0.2 0.295
H 1.2330 0.5386 -0.8499 -1.2 -0.5 -0.6 0.032
H 3.7328 -0.3353 -1.2868 0.1 0.3 1.0 0.318
```
Forces are in eV/Å.

Charge = 0

Max |F|, record by record: 0.013 0.069 0.093 0.099 0.055 hartree/bohr
E_tot, record by record: -25609.48444 -40572.09044 -104705.20371 -9355.01028 -8488.48319 eV